DFT (ωB97M-V with the def2-TZVPD basis set) results for C19H49BrMnN3O7 as an isolated structure at a distorted geometry.

Properties
Energy above the lowest of the compared OMol25 structures with the same formula, charge and spin   0.0 kcal per mole
Kohn-Sham gap (spin up / spin down)   0.2885 / 0.2680 hartree
Spin multiplicity   6
Net charge   +1
Electronic energy   -140656.664 eV
E_HOMO (spin up / spin down)   -0.381 / -0.381 Ha
LUMO energy (spin up / spin down)   -2.525 / -3.082 eV

Positions of all 80 atoms, in Å:
Mn  -1.041  0.130  0.101
Br  0.809  1.774  -0.480
C  0.615  3.886  4.578
O  0.057  2.953  3.674
C  -1.248  2.554  4.016
C  -1.807  1.752  2.842
N  -0.784  0.882  2.231
C  -0.441  -0.269  3.064
C  0.654  -1.081  2.380
O  0.317  -1.322  0.998
C  1.361  -2.046  0.362
H  1.561  4.209  4.155
H  0.762  3.429  5.563
H  -0.041  4.755  4.698
H  -1.850  3.425  4.294
H  -1.202  1.925  4.924
H  -2.182  2.434  2.079
H  -2.624  1.139  3.233
H  0.036  1.496  2.194
H  -1.317  -0.914  3.181
H  -0.092  -0.004  4.065
H  0.734  -2.062  2.859
H  1.615  -0.566  2.457
H  1.468  -3.040  0.803
H  2.301  -1.494  0.413
H  1.117  -2.181  -0.693
C  -4.399  -2.482  4.351
O  -3.666  -2.063  3.201
C  -3.840  -2.916  2.092
C  -2.910  -2.398  0.992
N  -2.890  -0.906  0.952
C  -3.963  -0.361  0.099
C  -3.924  1.140  0.005
O  -2.634  1.523  -0.478
C  -2.629  2.780  -1.167
H  -5.386  -2.860  4.063
H  -4.535  -1.621  4.995
H  -3.871  -3.293  4.858
H  -4.888  -2.934  1.771
H  -3.528  -3.934  2.353
H  -3.183  -2.825  0.031
H  -1.898  -2.708  1.263
H  -3.027  -0.628  1.922
H  -4.969  -0.667  0.420
H  -3.860  -0.771  -0.909
H  -4.154  1.637  0.953
H  -4.695  1.450  -0.706
H  -3.394  2.791  -1.947
H  -1.644  2.929  -1.592
H  -2.845  3.606  -0.483
C  5.005  1.279  -5.582
O  4.598  0.347  -4.622
C  3.298  0.589  -4.163
C  3.102  -0.088  -2.825
N  3.519  -1.495  -2.840
C  2.539  -2.357  -3.488
C  3.087  -3.750  -3.752
O  4.299  -3.684  -4.435
C  4.683  -4.923  -4.991
H  5.968  0.967  -5.982
H  5.065  2.287  -5.152
H  4.322  1.319  -6.447
H  2.559  0.231  -4.894
H  3.145  1.669  -4.031
H  2.058  0.004  -2.480
H  3.677  0.440  -2.061
H  3.601  -1.802  -1.876
H  2.231  -1.900  -4.430
H  1.613  -2.486  -2.890
H  2.343  -4.331  -4.318
H  3.201  -4.265  -2.778
H  5.615  -4.759  -5.527
H  3.945  -5.283  -5.725
H  4.811  -5.715  -4.244
C  -0.042  5.431  1.051
O  -0.359  5.156  -0.291
H  -0.620  6.307  1.349
H  -0.339  4.608  1.717
H  1.017  5.654  1.204
H  0.013  4.298  -0.524

=====

DFT (ωB97M-V with the def2-TZVPD basis set) results for one molecule with the formula C5H13NSi at a distorted geometry.

Properties
Energy above the lowest of the compared OMol25 structures with the same formula, charge and spin   29.9 kcal per mole
Kohn-Sham gap   0.3574 hartree
Net charge   0
Electronic energy   -14762.762 eV
E_HOMO   -0.325 Ha
LUMO energy   0.875 eV
SMILES string   C/C=C(/C)[Si@@H](C)N

Positions of all 20 atoms, in Å:
C  2.226  -1.130  0.213
C  1.781  0.189  -0.198
C  0.553  0.651  -0.065
C  0.417  2.097  -0.301
Si  -0.898  -0.467  0.471
C  -2.634  0.355  0.352
N  -0.874  -1.682  -0.749
H  2.927  -0.984  1.108
H  1.386  -1.706  0.594
H  2.650  -1.642  -0.699
H  2.559  0.910  -0.589
H  1.449  2.437  -0.433
H  -0.243  2.220  -1.232
H  -0.037  2.506  0.525
H  -0.524  -0.921  1.740
H  -2.902  0.601  -0.784
H  -3.508  -0.216  0.678
H  -2.595  1.326  1.015
H  -1.505  -2.396  -0.420
H  -0.228  -2.149  -1.224